Entry 1:
Computed, not measured: a cluster of 24 separate species, C38H120F3N18O26S in total, with wB97M-V/def2-TZVPD.

```
206
Properties=species:S:1:pos:R:3:lowdin_charge:R:1
C 14.2855 19.4764 14.8186 -0.61
F 14.3211 19.5623 13.4969 0.14
F 15.0207 20.3596 15.4737 0.15
F 12.9902 19.7004 15.0371 0.13
S 14.7711 17.6853 15.3777 0.59
O 16.1929 17.6162 15.4624 -0.30
O 14.1879 17.4654 16.7188 -0.33
O 14.2745 16.8941 14.2766 -0.33
C 17.8831 17.8068 21.4098 -0.06
C 17.2435 19.1403 21.0111 -0.31
O 16.0234 19.3098 21.7374 -0.10
H 18.8821 17.8993 20.9836 0.06
H 17.3965 16.9542 20.9361 0.06
H 17.9877 17.7245 22.4916 0.08
H 16.9762 19.2203 19.9574 0.10
H 17.9473 19.9472 21.2154 0.11
H 16.3986 19.5752 22.5803 0.09
C 19.1597 21.5083 12.2459 -0.05
C 18.3327 22.0198 13.4244 -0.31
O 17.7014 23.2773 13.3472 -0.10
H 18.5596 21.1617 11.4045 0.07
H 19.7248 20.6104 12.4960 0.08
H 19.8411 22.3111 11.9643 0.08
H 18.9770 21.8886 14.2938 0.10
H 17.6214 21.2348 13.6811 0.10
H 17.8060 23.5625 12.4366 0.11
C 13.5567 21.5743 18.4392 -0.04
C 13.0712 22.3659 17.1558 -0.29
O 11.8135 21.8820 16.7749 -0.13
H 13.0944 20.5925 18.3369 0.04
H 13.0877 21.9955 19.3284 0.08
H 14.6378 21.4971 18.5544 0.06
H 13.7072 22.2869 16.2740 0.07
H 12.9659 23.4189 17.4168 0.11
H 11.7046 22.1016 15.8468 0.00
C 20.0004 16.5461 12.2114 -0.05
C 18.6088 16.4039 12.8587 -0.29
O 18.3953 17.6252 13.4984 -0.11
H 20.1587 17.5566 11.8348 0.06
H 20.1873 15.8854 11.3648 0.07
H 20.8446 16.4208 12.8894 0.07
H 18.6264 15.5651 13.5546 0.09
H 17.7252 16.2917 12.2304 0.11
H 17.9038 17.3160 14.2628 0.04
C 13.1341 14.4216 16.8919 -0.06
C 13.5765 13.5546 18.1116 -0.30
O 14.0516 14.4538 19.0794 -0.09
H 13.9181 15.0968 16.5490 0.05
H 12.2458 14.9615 17.2199 0.07
H 12.7477 13.8790 16.0292 0.05
H 14.4062 12.8515 18.0381 0.11
H 12.7854 12.8963 18.4709 0.10
H 13.3836 15.1142 19.2773 0.06
C 18.8337 23.3605 17.8074 -0.07
C 17.7483 23.3884 16.6694 -0.28
O 18.1933 24.4176 15.7802 -0.10
H 18.9887 24.2382 18.4348 0.07
H 19.7674 23.0963 17.3110 0.06
H 18.6216 22.5169 18.4642 0.05
H 16.7170 23.4909 17.0068 0.10
H 17.7332 22.4711 16.0809 0.08
H 18.1972 24.0228 14.9052 0.01
C 14.1528 11.2080 14.8522 -0.08
C 13.1619 10.5995 15.7661 -0.35
O 13.0682 9.2061 15.5971 -0.08
H 14.3545 12.2210 15.2006 0.05
H 13.6376 11.3449 13.9014 0.07
H 15.1144 10.7201 14.6931 0.08
H 12.1786 11.0422 15.6073 0.11
H 13.3707 10.6975 16.8314 0.10
H 13.6036 8.7904 16.2769 0.08
C 11.3409 12.8959 11.7971 -0.06
C 12.3853 12.9035 10.6684 -0.33
O 13.3154 11.8616 10.6554 -0.08
H 10.6477 12.0549 11.8095 0.07
H 10.8034 13.8280 11.6230 0.06
H 11.8749 12.9333 12.7466 0.06
H 12.8705 13.8727 10.5534 0.09
H 11.8617 12.7602 9.7232 0.10
H 14.1417 12.0689 10.2130 0.07
C 14.4727 16.0763 22.4906 -0.09
C 13.2025 15.2750 22.5936 -0.30
O 12.8726 15.0021 23.9840 -0.10
H 14.6782 16.1594 21.4234 0.05
H 15.2951 15.5460 22.9710 0.08
H 14.4324 17.0984 22.8671 0.07
H 13.2757 14.3323 22.0513 0.11
H 12.3830 15.8889 22.2197 0.11
H 12.4192 14.1565 23.9518 0.06
C 15.3994 19.4330 10.1874 -0.07
C 16.2410 18.9160 11.3275 -0.29
O 17.6498 18.7264 11.0167 -0.09
H 15.1300 18.7449 9.3861 0.07
H 15.9520 20.1928 9.6347 0.07
H 14.3905 19.7786 10.4124 0.06
H 15.8859 18.0324 11.8578 0.09
H 16.2053 19.6158 12.1623 0.08
H 18.0360 18.4059 11.8350 0.01
C 19.0510 18.9524 16.4596 -0.07
C 19.8301 19.7311 17.4863 -0.33
O 20.8403 18.9242 18.0124 -0.08
H 18.7324 19.5005 15.5730 0.06
H 18.2950 18.4170 17.0340 0.06
H 19.6685 18.1540 16.0480 0.07
H 19.2074 19.9934 18.3416 0.09
H 20.3316 20.6171 17.0968 0.11
H 20.4507 18.1618 18.4466 0.07
C 11.3240 20.0600 12.0516 -0.07
C 10.8771 21.4294 11.4555 -0.29
O 10.5771 21.2571 10.0704 -0.07
H 10.5388 19.3041 12.0630 0.06
H 11.7650 20.2402 13.0320 0.05
H 12.1144 19.6272 11.4384 0.06
H 11.7718 22.0517 11.4347 0.09
H 10.0557 21.8365 12.0451 0.08
H 9.8244 20.6741 10.1934 0.07
C 10.9779 17.2707 15.3260 -0.06
C 11.1651 16.3996 14.0853 -0.27
O 11.9341 17.1540 13.1804 -0.14
H 10.3168 16.8608 16.0895 0.08
H 10.5853 18.2407 15.0211 0.06
H 11.9502 17.4458 15.7866 0.04
H 10.2574 16.1744 13.5254 0.11
H 11.6666 15.4606 14.3198 0.10
H 12.8466 17.0306 13.4517 0.01
C 14.5411 22.9712 10.2740 -0.08
C 14.3136 24.2460 9.5704 -0.35
O 13.7450 24.1440 8.2650 -0.06
H 15.0665 22.3642 9.5366 0.08
H 13.5295 22.6325 10.4978 0.06
H 15.0109 23.1208 11.2461 0.07
H 15.3199 24.6533 9.4726 0.10
H 13.8177 24.9501 10.2385 0.11
H 13.2232 24.9031 7.9947 0.08
C 15.3038 14.5113 12.1751 -0.77
O 15.8902 13.6923 11.4766 0.02
N 14.7144 15.6103 11.8381 0.19
N 15.3026 14.4619 13.4214 0.22
H 14.5100 15.7962 10.8666 0.10
H 14.2115 16.1826 12.5012 0.07
H 14.8092 15.1997 13.9034 0.07
H 15.9612 13.8486 13.8800 0.07
C 21.9119 14.8890 15.5431 -0.79
O 22.7831 14.6487 14.6955 -0.01
N 20.6550 14.6438 15.3985 0.20
N 22.2154 15.6302 16.5558 0.17
H 20.3647 14.1114 14.5908 0.11
H 20.0071 14.9783 16.0973 0.10
H 21.5761 15.9262 17.2796 0.10
H 23.1517 16.0066 16.5973 0.12
C 14.2768 24.8217 13.8439 -0.75
O 13.1897 25.3720 13.9324 0.02
N 14.4766 23.5735 14.0599 0.20
N 15.4109 25.3648 13.4387 0.18
H 15.3314 23.0357 14.0711 0.10
H 13.6364 23.0301 14.1974 0.10
H 16.2723 24.8375 13.4324 0.07
H 15.4377 26.3712 13.5199 0.12
C 10.2473 23.3736 14.2513 -0.66
O 11.1489 22.5485 14.3877 0.01
N 10.4038 24.6896 14.1489 0.18
N 8.9735 23.1416 13.9452 0.16
H 11.3657 24.9972 14.1601 0.06
H 9.6934 25.4017 14.2406 0.12
H 8.4675 23.9481 13.6082 0.11
H 8.7294 22.2121 13.6345 0.10
C 18.1747 12.3272 13.5777 -0.70
O 17.5205 13.0197 14.3792 -0.03
N 19.0193 11.4014 13.9190 0.17
N 18.1420 12.4319 12.2551 0.18
H 19.4003 10.8253 13.1820 0.12
H 19.1064 11.3401 14.9233 0.13
H 17.2721 12.8048 11.9027 0.05
H 18.7822 11.9340 11.6531 0.11
C 17.3206 15.0236 17.4703 -0.78
O 17.8427 13.9877 17.8855 0.01
N 17.1169 15.2553 16.2415 0.19
N 16.8351 16.0380 18.1745 0.18
H 16.7246 16.1174 15.8909 0.03
H 17.1824 14.4516 15.6332 0.07
H 16.7051 15.7144 19.1224 0.10
H 16.0675 16.5298 17.7397 0.06
C 11.1961 16.9133 9.7433 -0.89
O 10.9701 16.6523 8.5901 0.04
N 12.3241 17.1046 10.1980 0.19
N 10.3682 17.0648 10.6898 0.18
H 12.2986 17.2574 11.1960 0.08
H 13.1639 16.9929 9.6481 0.13
H 10.6792 17.2802 11.6263 0.06
H 9.4243 16.7769 10.4748 0.13
C 8.7808 19.8474 17.2263 -0.79
O 7.7172 19.3846 17.6582 -0.01
N 9.7695 20.1232 17.9941 0.18
N 9.0201 20.3139 16.0317 0.17
H 9.7068 19.8190 18.9552 0.13
H 10.5825 20.5970 17.6272 0.07
H 9.9322 20.6928 15.8208 0.08
H 8.2154 20.3929 15.4263 0.11
C 13.0290 18.4117 19.8622 -0.78
O 12.4856 18.7716 20.8846 0.03
N 12.4724 17.6915 18.8772 0.17
N 14.2733 18.6365 19.5608 0.18
H 13.0019 17.7117 18.0173 0.03
H 11.4749 17.5504 18.9487 0.11
H 14.9730 18.9368 20.2244 0.06
H 14.6198 18.4308 18.6346 0.08
```

## Properties
Max |F|   9.89 eV/Å
Multiplicity   1
Total charge   -1
Total energy   -5159.6424 Ha

=====

Entry 2:
Computed, not measured: a structure of composition C38H17Cl72N3O4S, with wB97M-V/def2-TZVPD.

```
135
Properties=species:S:1:pos:R:3:lowdin_charge:R:1
C 1.4096 4.0860 0.1729 -0.06
C 0.1307 3.1666 -0.1972 -0.25
O -0.2728 3.2441 -1.5916 -0.13
C -0.1183 2.0025 -2.2748 -0.10
C -0.8027 0.6277 -1.9157 -0.03
C -1.7696 0.4682 -0.6411 -0.08
C -1.1274 -0.5086 0.4658 -0.29
O -1.9224 -1.3296 1.0453 -0.02
C 0.3874 -0.5368 0.9491 -0.10
C 0.6417 -0.5448 2.5095 -0.01
C 2.1101 -0.5778 3.0716 -0.05
C 3.3715 -0.5797 2.1549 -0.06
C 3.1271 -0.5603 0.6205 -0.04
C 1.6524 -0.5486 0.0543 0.00
C -0.5523 -0.6331 -2.8030 -0.12
N -1.2344 -1.8980 -2.4004 0.07
C -2.2381 -2.1428 -3.2006 -0.62
S -3.5049 -2.1607 -4.2953 0.64
C 0.3806 -0.6110 -4.0864 -0.12
N 0.5055 -1.8470 -4.8093 0.09
C 1.3529 -1.6297 -5.9332 -0.08
C 2.0613 -0.3014 -6.3220 -0.20
N 1.9401 0.8936 -5.5580 0.10
C 1.0764 0.7277 -4.4212 -0.10
C 0.8289 2.0059 -3.5260 0.01
C 1.5846 3.3850 -3.9138 -0.11
O 3.0210 3.0855 -3.8854 -0.20
O 3.3243 2.8013 -2.5799 -0.08
H 1.0350 5.1641 0.3104 0.08
H 2.1894 3.9673 -0.6514 0.07
H 1.7709 3.7249 1.2051 0.09
H -0.7503 3.6051 0.4167 0.09
H 0.2755 2.1004 0.1968 0.10
H -2.0716 1.4851 -0.2155 0.07
H -2.7217 -0.0622 -1.0201 0.12
H -0.2574 -0.5270 3.2170 0.09
H 2.2284 -0.6043 4.2038 0.08
H 4.4508 -0.5841 2.5195 0.01
H 3.9941 -0.5521 -0.1391 0.07
H 1.5631 -0.5110 -1.0832 0.08
H 1.5279 -2.5351 -6.6273 0.11
H 2.6964 -0.2864 -7.2691 0.02
H 1.4372 4.1931 -3.1009 0.13
H 1.2462 3.8046 -4.9181 0.14
H 4.2389 2.4501 -2.5234 0.04
C -3.3382 2.1518 2.8788 -1.98
Cl -4.0672 2.5462 1.3104 0.48
Cl -3.7363 0.4822 3.3071 0.53
Cl -1.5759 2.3111 2.7697 0.57
Cl -3.9649 3.2625 4.1161 0.54
C 7.5303 1.1119 -2.8850 -2.01
Cl 7.4014 -0.0578 -4.2152 0.54
Cl 9.0389 0.8275 -1.9911 0.52
Cl 7.5386 2.7638 -3.5509 0.51
Cl 6.1497 0.9111 -1.7810 0.52
C -4.4273 -5.8457 -2.2324 -2.01
Cl -4.0184 -7.2166 -1.1794 0.49
Cl -3.2487 -5.7455 -3.5592 0.51
Cl -6.0567 -6.0798 -2.9038 0.51
Cl -4.3870 -4.3415 -1.2870 0.52
C -5.9174 1.7061 -2.5878 -2.00
Cl -6.4947 0.0308 -2.5426 0.52
Cl -7.2548 2.7904 -3.0283 0.53
Cl -5.2940 2.1419 -0.9869 0.47
Cl -4.6147 1.8534 -3.7866 0.49
C 7.8716 3.5963 1.1226 -2.00
Cl 9.5814 3.9679 1.4311 0.53
Cl 6.8484 4.7851 1.9565 0.51
Cl 7.5526 3.6598 -0.6211 0.48
Cl 7.4985 1.9662 1.7214 0.50
C 6.5909 -2.7842 4.2447 -1.99
Cl 6.4760 -3.9486 2.8983 0.49
Cl 8.0794 -3.0884 5.1648 0.53
Cl 6.6261 -1.1329 3.5880 0.53
Cl 5.1874 -2.9553 5.3177 0.50
C -3.6408 5.6526 -5.0475 -2.00
Cl -4.8371 4.5636 -5.7818 0.46
Cl -2.9347 6.6923 -6.3049 0.51
Cl -4.4348 6.6632 -3.8207 0.53
Cl -2.3553 4.6927 -4.2823 0.52
C -4.0289 -3.2640 5.7368 -2.01
Cl -5.6315 -4.0333 5.6773 0.50
Cl -3.5603 -2.7472 4.1037 0.51
Cl -4.0909 -1.8499 6.8114 0.52
Cl -2.8347 -4.4254 6.3547 0.49
C -6.9946 5.1398 -9.0781 -2.02
Cl -5.2897 5.5422 -8.7862 0.48
Cl -8.0316 6.3283 -8.2603 0.52
Cl -7.3213 5.1708 -10.8246 0.52
Cl -7.3368 3.5167 -8.4400 0.51
C 6.6131 9.1664 2.3434 -2.02
Cl 5.4554 8.1793 3.2629 0.51
Cl 8.1574 9.2374 3.2192 0.52
Cl 6.8730 8.4397 0.7424 0.50
Cl 5.9659 10.8093 2.1490 0.49
C -3.7977 -8.6644 5.8214 -2.01
Cl -4.9167 -9.6786 6.7573 0.50
Cl -2.2351 -8.5733 6.6637 0.52
Cl -3.5611 -9.3745 4.2095 0.51
Cl -4.4760 -7.0312 5.6552 0.47
C 3.1374 -6.6057 4.8586 -2.01
Cl 1.5716 -6.5748 4.0196 0.52
Cl 3.7182 -8.2817 4.9680 0.52
Cl 4.3141 -5.6281 3.9548 0.45
Cl 2.9461 -5.9373 6.4947 0.51
C 1.3500 0.8176 -10.4887 -1.99
Cl 1.3620 0.1914 -8.8232 0.61
Cl 0.0551 2.0221 -10.6593 0.52
Cl 2.9161 1.5767 -10.8457 0.52
Cl 1.0678 -0.5208 -11.6235 0.52
C -6.5314 -10.7710 -0.2348 -2.02
Cl -6.6260 -11.9754 -1.5378 0.52
Cl -5.0189 -10.9959 0.6710 0.50
Cl -6.5649 -9.1383 -0.9335 0.48
Cl -7.9143 -10.9754 0.8622 0.52
C 4.9912 14.6807 0.7103 -2.02
Cl 4.9429 14.0508 2.3712 0.50
Cl 3.7229 15.9079 0.5045 0.52
Cl 6.5800 15.4130 0.4001 0.52
Cl 4.7189 13.3488 -0.4336 0.48
C -7.2730 -10.6391 10.2961 -2.02
Cl -7.9122 -10.5401 11.9511 0.52
Cl -7.4718 -9.0675 9.4896 0.51
Cl -5.5483 -11.0640 10.3523 0.48
Cl -8.1604 -11.8850 9.3918 0.52
C 3.4395 11.1022 -4.0553 -2.02
Cl 4.5110 10.9200 -2.6495 0.49
Cl 2.3717 9.6871 -4.1731 0.52
Cl 2.4581 12.5710 -3.8646 0.51
Cl 4.4179 11.2309 -5.5327 0.52
C -3.2236 -13.5319 12.3559 -2.03
Cl -4.8236 -14.3021 12.2956 0.51
Cl -2.7540 -13.0134 10.7223 0.50
Cl -3.2869 -12.1182 13.4303 0.51
Cl -2.0299 -14.6934 12.9745 0.52
```

## Properties
Max |F|   5.99 eV/Å
Multiplicity   1
Total energy   -35454.6541 Ha

=====

Entry 3:
Computed, not measured: a structure of composition C38H21BrCl3CsF8N3O3S3Sb, with wB97M-V/def2-TZVPD.

```
82
Properties=species:S:1:pos:R:3:lowdin_charge:R:1
Cs 1.4441 1.2269 -1.9413 0.85
Br -0.5048 4.0912 5.9220 0.65
C -0.4107 3.9224 4.0012 -0.68
C -1.5748 4.0539 3.2736 -0.16
C -1.5089 3.8357 1.9039 -0.02
C -0.2725 3.4737 1.3177 -0.26
C 0.8412 3.3448 2.0840 -0.03
C 0.7928 3.5682 3.4587 -0.12
N -0.2262 3.1576 -0.0813 0.09
C -0.4773 4.1556 -0.8121 -0.12
C -0.7339 4.0995 -2.2849 -0.28
C -0.6844 5.2889 -3.0835 -0.01
C -1.1690 5.1986 -4.3896 -0.08
C -1.5633 3.9740 -4.8900 -0.06
C -1.6364 2.9038 -4.0153 -0.11
N -1.2342 2.9470 -2.7267 0.08
H -2.5331 4.2276 3.7151 0.09
H -2.4020 3.8950 1.2922 0.12
H 1.7382 3.1151 1.5587 0.03
H 1.7042 3.4533 4.0186 0.08
H -0.5093 5.1710 -0.3789 0.14
H -0.2473 6.1901 -2.6854 0.10
H -1.0626 6.0370 -5.0646 0.10
H -1.8968 3.8873 -5.8903 0.09
H -1.9776 1.9301 -4.2723 0.06
F -3.4314 -6.7572 1.7646 0.04
C -2.5868 -5.7140 1.6479 -0.29
C -2.7512 -4.6329 2.4968 -0.02
C -1.8220 -3.6008 2.4058 -0.13
C -0.7424 -3.6291 1.5226 -0.37
C -0.6165 -4.7122 0.6724 -0.14
C -1.5214 -5.7651 0.7463 -0.02
Sb 0.5775 -1.8877 1.2446 1.56
C -0.9682 -0.6901 2.0282 -0.43
C -2.0574 -0.5301 1.1982 -0.14
C -3.1294 0.2979 1.5422 0.00
C -3.0878 0.9462 2.7625 -0.30
F -4.1213 1.7360 3.1329 0.03
C -1.9924 0.8471 3.6075 -0.02
C -0.9096 0.0537 3.1892 -0.09
C 1.7599 -2.0876 2.9848 -0.39
C 1.4093 -2.9383 4.0133 -0.12
C 2.1227 -2.9264 5.2218 -0.03
C 3.2753 -2.1944 5.2671 -0.32
F 4.0257 -2.2865 6.3837 0.04
C 3.6977 -1.3907 4.2585 0.00
C 2.9081 -1.3052 3.1223 -0.11
H -3.5809 -4.5867 3.1811 0.11
H -1.9470 -2.8007 3.1295 0.10
H 0.2213 -4.8051 -0.0442 0.10
H -1.3857 -6.6470 0.1166 0.11
H -2.1353 -1.0855 0.2680 0.08
H -3.9661 0.4069 0.8622 0.12
H -1.9081 1.3706 4.5781 0.11
H -0.0021 0.0140 3.8174 0.12
H 0.5142 -3.5506 3.9575 0.08
H 1.8948 -3.6265 6.0329 0.11
H 4.6091 -0.7997 4.3161 0.12
H 3.1407 -0.6081 2.3687 0.01
Cl 5.0647 0.9459 -2.4187 0.70
C 5.2008 1.0480 -4.2162 -1.56
Cl 6.6659 1.9564 -4.6854 0.58
Cl 5.2587 -0.5562 -4.9653 0.59
C 4.0464 1.8004 -4.6653 -0.42
N 3.1291 2.4989 -4.7865 0.17
O 3.2579 2.6770 -0.0585 -0.62
S 3.7736 1.5288 0.7176 -0.10
O 5.0486 1.0782 0.0489 -0.59
O 2.7689 0.4128 0.7269 -0.66
S 3.9269 2.1519 2.5353 0.25
F -0.8025 -5.0014 -7.0893 0.07
C -1.1169 -4.0843 -6.1393 -0.15
C -1.7463 -2.8940 -6.5054 -0.18
F -2.0830 -2.7212 -7.7922 0.09
C -2.0157 -1.9311 -5.5944 -0.25
F -2.6607 -0.8220 -6.0483 0.03
C -1.7571 -2.0328 -4.2028 -0.65
S -2.1406 -0.8159 -3.0437 0.49
C -1.1690 -3.2780 -3.8595 -0.24
F -0.9406 -3.5394 -2.5561 0.04
C -0.8600 -4.2766 -4.7979 -0.16
F -0.2375 -5.4086 -4.4306 0.09
```

## Properties
Max |F|   2.06 eV/Å
Multiplicity   1
ΔE to the lowest compared entry with this formula, charge and spin   0.000 eV
Total charge   -2